(1)
Entry from the Open Molecules 2025 dataset: C10H9NO2 in the gas phase at a distorted geometry (ωB97M-V/def2-TZVPD).

```
22
Properties=species:S:1:pos:R:3:forces:R:3
N 3.037 -1.561 0.067 2.436 -0.379 -0.413
C 1.800 -0.936 0.130 -0.830 -0.979 -0.654
C 0.535 -1.599 0.267 2.051 1.692 -1.736
C -0.588 -0.827 -0.035 -0.241 -0.963 2.176
C -1.863 -1.433 -0.056 0.516 1.415 0.382
C -2.956 -0.651 -0.021 -3.276 -5.401 -2.282
C -2.889 0.681 -0.023 -2.273 2.532 -1.215
C -1.773 1.356 -0.034 4.250 2.011 0.723
C -0.535 0.568 0.070 -6.207 0.449 -0.146
C 0.578 1.203 0.283 7.586 0.110 -2.544
O 0.845 2.535 0.223 -3.509 2.609 2.538
C 1.747 0.469 -0.095 0.428 1.336 2.082
O 2.933 1.166 -0.355 -0.123 -1.791 0.169
H 3.251 -2.651 0.109 -1.007 3.769 -0.258
H 3.824 -0.848 -0.200 -1.882 -2.453 0.815
H 0.440 -2.657 0.189 0.223 -0.682 0.338
H -1.937 -2.464 0.015 -0.105 -1.895 -0.298
H -3.963 -1.184 -0.444 2.160 1.378 1.843
H -3.754 1.168 -0.350 -1.517 0.993 0.222
H -1.665 2.512 -0.104 -0.576 -2.263 -0.012
H 0.074 3.029 0.763 2.663 -1.497 -1.908
H 2.861 2.122 -0.399 -0.767 0.009 0.178
```
Forces are in eV/Å.

Results
calculated total energy = -16098.328 eV
multiplicity = 1
HOMO = -7.53 eV
orbital gap = 8.06 eV
energy relative to the best compared isomer or geometry (same formula, charge and spin) = 66.46 kcal per mole
largest force on an atom = 0.15562 Eh/bohr


(2)
Entry from the Open Molecules 2025 dataset: C29H38Cl2IrN3PS2 as an isolated structure at a distorted geometry (ωB97M-V/def2-TZVPD).

```
76
Properties=species:S:1:pos:R:3:forces:R:3
Ir 0.565 0.251 0.366 1.739 0.679 0.292
C -0.588 4.104 -1.838 0.075 0.023 0.014
C -1.345 2.832 -1.584 -0.169 -0.040 0.032
C -1.303 1.782 -2.497 -0.097 -0.016 0.028
C -2.088 0.645 -2.332 -0.056 0.135 -0.010
C -2.128 -0.432 -3.373 0.044 -0.069 -0.018
C -2.922 0.566 -1.220 -0.110 0.189 -0.193
C -3.029 1.616 -0.314 -0.019 -0.028 -0.017
C -4.109 1.605 0.736 -0.036 -0.021 0.027
C -2.213 2.732 -0.495 0.091 0.086 -0.080
H -1.257 4.870 -2.232 -0.008 0.017 -0.008
H 0.207 3.956 -2.568 0.009 0.002 -0.015
H -0.144 4.500 -0.924 -0.006 0.027 0.018
H -0.699 1.883 -3.392 0.075 -0.025 0.000
H -3.130 -0.516 -3.793 -0.017 -0.016 -0.005
H -1.862 -1.404 -2.952 0.009 -0.028 0.007
H -1.439 -0.225 -4.188 0.023 0.007 -0.036
H -3.601 -0.272 -1.136 -0.037 0.047 -0.004
H -4.681 2.532 0.704 -0.008 0.021 0.001
H -3.731 1.508 1.757 0.009 0.020 -0.002
H -4.806 0.784 0.569 -0.011 -0.012 -0.009
H -2.351 3.598 0.145 0.046 -0.025 0.009
C 3.091 -2.107 -0.915 -0.220 0.003 0.023
C 3.297 -1.269 0.304 0.107 -0.288 -0.301
N 2.443 -0.463 0.901 -0.504 0.279 0.110
C 2.982 0.127 2.035 0.099 0.209 0.307
C 4.268 -0.223 2.283 -0.327 -0.021 -0.100
S 4.803 -1.327 1.099 -0.053 0.067 0.043
C 2.105 1.016 2.793 0.071 0.128 -0.011
C 2.343 1.634 3.978 -0.161 -0.093 -0.262
S 0.976 2.548 4.431 0.050 0.007 0.020
C 0.145 2.065 3.028 0.010 0.099 -0.026
N 0.850 1.270 2.253 -0.173 -0.504 0.360
C -1.228 2.540 2.735 0.009 -0.051 -0.027
H 2.056 -2.079 -1.259 0.241 -0.005 0.138
H 3.365 -3.139 -0.694 0.033 -0.020 -0.009
H 3.734 -1.758 -1.724 -0.009 0.009 -0.002
H 4.902 0.100 3.090 0.033 0.018 0.037
H 3.225 1.586 4.591 0.076 0.014 0.045
H -1.698 2.964 3.619 -0.020 -0.021 0.015
H -1.832 1.712 2.362 0.029 0.040 0.001
H -1.194 3.303 1.958 -0.017 -0.014 0.015
Cl 1.107 -1.813 -3.963 0.018 0.018 0.004
C 1.893 -0.332 -3.589 0.056 -0.038 -0.185
C 2.779 0.211 -4.498 -0.030 -0.015 0.015
C 3.461 1.382 -4.194 -0.027 -0.044 0.000
C 3.270 2.019 -2.970 -0.043 0.072 0.121
C 2.394 1.466 -2.069 0.215 0.054 -0.228
Cl 2.116 2.279 -0.550 -0.336 -0.309 -0.035
C 1.655 0.275 -2.324 -0.074 0.427 0.324
N 0.768 -0.233 -1.473 -0.858 -0.895 -0.065
H 2.935 -0.286 -5.444 0.005 -0.008 -0.014
H 4.146 1.806 -4.914 0.020 0.015 -0.018
H 3.791 2.937 -2.736 0.008 0.022 -0.009
C -0.517 -2.780 3.933 -0.037 -0.057 0.002
C -0.099 -1.521 3.175 0.071 0.056 -0.161
P -0.500 -1.501 1.385 0.088 -0.356 -0.261
C -2.333 -1.530 1.367 0.175 0.124 0.121
C -3.036 -2.340 0.286 0.085 -0.132 -0.047
C 0.144 -3.097 0.764 -0.236 0.055 0.059
C -0.069 -3.425 -0.718 0.048 0.169 -0.077
H -0.213 -2.690 4.975 -0.006 0.029 0.009
H -0.042 -3.675 3.536 0.027 -0.007 0.014
H -1.595 -2.935 3.928 -0.021 -0.010 -0.019
H 0.979 -1.380 3.273 0.040 0.042 -0.032
H -0.576 -0.638 3.605 -0.002 0.032 0.032
H -2.660 -0.488 1.371 0.008 -0.028 -0.056
H -2.599 -1.945 2.344 0.012 0.090 0.000
H -2.704 -2.085 -0.717 0.038 -0.023 -0.011
H -4.108 -2.157 0.346 -0.011 0.007 -0.008
H -2.883 -3.407 0.439 0.013 -0.035 0.008
H -0.328 -3.862 1.388 0.060 0.002 -0.021
H 1.206 -3.102 1.026 -0.002 0.031 0.026
H -1.051 -3.851 -0.889 -0.119 -0.041 0.002
H 0.661 -4.170 -1.036 -0.002 0.013 0.010
H 0.030 -2.547 -1.362 -0.005 -0.091 0.096
```
Forces are in eV/Å.

Results
calculated total energy = -93990.247 eV
multiplicity = 2
HOMO (alpha / beta) = -13.36 / -13.62 eV
net charge = +2
orbital gap (alpha / beta) = 6.48 / 6.47 eV
⟨S²⟩ = 0.838
energy relative to the best compared isomer or geometry (same formula, charge and spin) = 15.22 kcal per mole
largest force on an atom = 0.03674 Eh/bohr


(3)
Entry from the Open Molecules 2025 dataset: C27H30B2BaF6N15O4S2 as an isolated structure at a distorted geometry (ωB97M-V/def2-TZVPD).

```
87
Properties=species:S:1:pos:R:3:forces:R:3
Ba -0.426 0.368 0.882 -6.831 -2.098 -7.497
C -3.574 4.150 1.415 0.180 0.056 -0.043
C -2.323 3.511 1.493 -0.082 0.009 0.112
N -2.453 2.189 1.513 -0.703 0.345 0.118
N -3.794 1.957 1.446 -0.022 -0.077 0.207
C -4.480 3.123 1.391 0.110 -0.145 0.004
B -4.420 0.570 1.405 -0.139 0.336 -0.463
N -4.134 -0.192 0.130 -0.182 -0.079 -0.030
C -5.038 -0.855 -0.635 0.194 0.016 0.026
C -4.384 -1.319 -1.750 0.054 -0.014 -0.013
C -3.055 -0.881 -1.582 0.046 0.015 -0.107
N -2.910 -0.209 -0.451 -0.452 -0.119 0.001
N -3.890 -0.295 2.639 -0.785 0.423 0.249
C -4.673 -0.567 3.787 -0.336 0.473 -0.431
C -4.028 -1.446 4.565 0.345 -0.183 -0.314
C -2.831 -1.676 3.821 -0.509 0.752 -0.299
N -2.777 -0.919 2.651 -0.195 -0.865 0.853
H -3.774 5.208 1.373 0.015 -0.043 0.020
H -1.343 3.959 1.551 -0.017 -0.053 -0.017
H -5.557 3.132 1.334 0.064 -0.052 -0.001
H -5.613 0.666 1.561 0.112 -0.079 0.097
H -6.073 -0.940 -0.337 0.097 0.062 0.010
H -4.800 -1.884 -2.567 0.033 0.042 0.019
H -2.199 -1.006 -2.228 -0.033 -0.044 0.045
H -5.637 -0.098 3.915 0.121 0.041 -0.160
H -4.343 -1.885 5.498 0.101 0.019 -0.051
H -2.038 -3.030 4.830 0.185 0.046 0.086
C -1.825 2.852 -1.963 0.193 -0.024 0.072
C -0.487 2.262 -2.303 -0.025 0.041 -0.111
C 0.489 2.771 -3.175 -0.016 0.098 0.035
C 1.491 1.827 -3.166 -0.014 0.016 0.011
N 1.125 0.828 -2.341 -0.121 -0.166 -0.219
N -0.095 1.091 -1.806 0.124 0.013 -0.027
B 1.904 -0.532 -2.193 0.152 0.008 0.266
N 2.894 -0.466 -1.003 -0.049 -0.147 -0.151
C 4.009 0.287 -0.852 -0.278 -0.055 -0.083
C 4.540 0.012 0.382 0.045 0.025 0.224
C 3.659 -0.937 0.943 0.087 -0.212 0.108
C 3.741 -1.614 2.278 0.030 -0.046 -0.039
N 2.676 -1.230 0.109 0.230 0.307 -0.236
N 0.957 -1.734 -1.947 0.112 0.071 -0.008
C 1.139 -2.988 -2.417 -0.036 -0.015 0.016
C 0.298 -3.833 -1.734 0.004 -0.068 0.049
C -0.355 -3.001 -0.809 -0.129 -0.066 0.078
C -1.384 -3.372 0.220 0.030 0.056 -0.175
N 0.052 -1.749 -0.941 -0.091 -0.013 -0.119
N 2.614 -0.755 -3.551 -0.109 0.037 0.166
C 1.994 -1.075 -4.711 0.022 0.082 0.080
C 2.906 -0.945 -5.728 0.091 0.014 -0.082
C 4.086 -0.509 -5.086 0.056 0.043 -0.074
C 5.406 -0.164 -5.707 -0.069 -0.018 0.035
N 3.900 -0.389 -3.782 -0.188 -0.118 -0.025
H -2.305 3.233 -2.864 -0.033 -0.008 -0.009
H -1.730 3.686 -1.263 0.006 -0.014 -0.036
H -2.471 2.100 -1.511 0.011 0.013 -0.004
H 0.460 3.690 -3.739 -0.002 -0.045 0.038
H 2.429 1.800 -3.700 -0.073 -0.071 0.023
H 4.349 0.943 -1.636 -0.029 -0.055 0.010
H 5.427 0.438 0.828 -0.079 -0.047 -0.063
H 4.436 -2.455 2.250 0.023 -0.014 -0.011
H 2.757 -1.995 2.559 0.117 0.021 -0.042
H 4.087 -0.923 3.049 0.006 -0.192 -0.068
H 1.859 -3.203 -3.189 -0.028 0.063 0.038
H 0.185 -4.898 -1.873 0.013 0.096 0.031
H -1.236 -4.401 0.548 0.007 0.008 0.033
H -2.399 -3.284 -0.182 0.051 0.002 0.025
H -1.310 -2.717 1.091 0.022 -0.048 -0.008
H 0.954 -1.365 -4.727 0.078 0.027 0.014
H 2.756 -1.141 -6.779 0.006 0.017 0.084
H 5.596 -0.786 -6.582 0.019 -0.002 0.018
H 6.212 -0.309 -4.989 -0.026 -0.004 -0.009
H 5.426 0.879 -6.030 0.002 -0.013 -0.008
F 0.899 -1.720 5.244 0.094 -0.093 0.208
C 0.881 -0.403 5.051 -0.389 0.087 -0.360
F 2.102 0.068 4.994 0.242 -0.034 0.254
F 0.199 0.176 6.044 0.170 -0.048 0.122
S -0.066 -0.087 3.477 0.664 -0.313 2.517
O 0.610 -0.941 2.468 0.981 -1.806 2.258
O -1.839 -2.437 4.091 0.862 -0.941 0.096
N 0.284 1.459 3.250 0.234 0.471 0.373
S 1.242 2.097 2.190 2.513 2.109 1.386
O 1.566 1.245 1.062 3.316 1.840 0.664
O 0.818 3.422 1.869 -0.294 0.014 0.090
C 2.875 2.336 3.016 -0.304 0.180 -0.265
F 3.570 3.203 2.292 0.146 -0.014 0.097
F 3.527 1.190 3.086 0.128 0.139 0.192
F 2.682 2.827 4.237 0.126 0.023 0.100
```
Forces are in eV/Å.

Results
calculated total energy = -99050.568 eV
multiplicity = 2
HOMO (alpha / beta) = -7.78 / -7.78 eV
orbital gap (alpha / beta) = 7.00 / 3.58 eV
⟨S²⟩ = 0.755
energy relative to the best compared isomer or geometry (same formula, charge and spin) = 102.27 kcal per mole
largest force on an atom = 0.20141 Eh/bohr


(4)
Entry from the Open Molecules 2025 dataset: a 2-piece molecular cluster, C7H19BINO6P overall (ωB97M-V/def2-TZVPD).

```
36
Properties=species:S:1:pos:R:3:forces:R:3
C 3.558 0.073 1.988 0.040 0.054 -0.015
O 3.189 -0.973 1.117 -0.091 0.035 0.070
C 2.193 -0.575 0.177 -0.077 -0.043 0.069
C 0.892 -0.076 0.826 0.081 -0.205 -0.194
O 0.896 1.326 0.963 0.008 0.148 -0.104
B 0.255 1.877 -0.269 0.255 -0.336 -0.401
P -1.349 2.914 0.302 -0.131 0.111 0.037
N -1.509 3.331 1.804 -0.065 -0.006 -0.074
O -2.752 2.176 -0.193 -0.019 -0.275 0.396
O -1.480 4.217 -0.689 -0.009 0.066 -0.070
O -0.156 0.679 -1.065 -0.012 0.285 0.220
C -0.341 -0.294 -0.066 -0.106 0.118 0.191
C -0.633 -1.664 -0.667 0.068 -0.020 -0.140
C -1.877 -2.348 -0.125 -0.058 0.066 -0.135
C -3.156 -1.536 -0.377 0.003 0.007 0.012
I -1.653 -2.824 1.976 0.041 -0.031 0.061
H 2.750 0.346 2.674 0.004 0.011 -0.044
H 4.415 -0.274 2.568 -0.015 -0.006 -0.029
H 3.834 0.976 1.428 0.000 -0.029 0.020
H 2.591 0.209 -0.477 -0.072 0.030 0.053
H 2.009 -1.453 -0.438 0.110 -0.047 0.011
H 0.778 -0.562 1.803 -0.030 0.050 -0.011
H 0.957 2.625 -0.943 -0.065 -0.044 0.119
H -0.693 3.001 2.311 -0.015 0.031 0.010
H -3.108 1.762 0.610 0.047 0.215 -0.282
H -1.431 3.943 -1.614 0.031 -0.006 0.148
H -1.202 0.006 0.566 0.051 -0.146 -0.023
H 0.226 -2.334 -0.620 -0.034 -0.005 0.060
H -0.846 -1.487 -1.730 0.070 -0.014 0.014
H -1.956 -3.340 -0.563 -0.034 0.006 0.039
H -3.821 -2.083 -1.049 0.020 0.011 -0.006
H -2.908 -0.579 -0.839 -0.013 -0.011 0.013
H -3.714 -1.324 0.532 0.008 -0.016 0.001
O 2.131 -1.728 -2.990 0.080 -0.077 -0.005
H 2.669 -2.267 -3.577 -0.066 -0.010 -0.033
H 1.243 -1.741 -3.358 -0.002 0.084 0.022
```
Forces are in eV/Å.

Results
calculated total energy = -39412.362 eV
multiplicity = 1
HOMO = -4.43 eV
net charge = -1
orbital gap = 6.90 eV
largest force on an atom = 0.01131 Eh/bohr